# C18H26N4P2SZn

A structure of composition C18H26N4P2SZn (the ωB97M-V functional and the def2-TZVPD basis, the Open Molecules 2025 dataset).

Structure (XYZ):
```
52
C18H26N4P2SZn (the ωB97M-V functional and the def2-TZVPD basis)
Zn 0.170 0.077 -0.122
C 1.217 -4.226 -0.762
C 1.075 -2.736 -0.745
N 0.077 -2.115 -0.246
N -0.958 -2.799 0.301
C -2.033 -2.117 0.790
N -3.001 -2.872 1.293
S -2.134 -0.436 0.785
C 2.113 -1.844 -1.340
C 3.134 -2.322 -2.137
C 4.055 -1.423 -2.661
C 3.932 -0.080 -2.360
C 2.876 0.320 -1.558
N 1.982 -0.536 -1.067
H 0.884 -4.666 0.180
H 2.252 -4.525 -0.896
H 0.628 -4.663 -1.574
H -0.934 -3.808 0.328
H -2.980 -3.879 1.284
H -3.823 -2.422 1.663
H 3.216 -3.376 -2.361
H 4.859 -1.777 -3.293
H 4.637 0.651 -2.733
H 2.740 1.362 -1.293
C -2.075 1.683 -2.503
P -0.652 1.950 -1.412
C 0.466 3.014 -2.380
C -1.228 3.025 -0.054
C -2.188 4.003 -0.317
C -2.619 4.864 0.679
C -2.091 4.760 1.958
C -1.139 3.791 2.234
C -0.696 2.915 1.243
P 0.567 1.664 1.664
C 2.104 2.611 1.885
C 0.167 1.082 3.337
H -2.404 2.610 -2.969
H -2.895 1.246 -1.934
H -1.785 0.985 -3.289
H -0.074 3.909 -2.691
H 0.825 2.487 -3.265
H 1.318 3.318 -1.771
H -2.611 4.098 -1.310
H -3.366 5.614 0.456
H -2.421 5.430 2.741
H -0.743 3.722 3.241
H 1.948 3.376 2.645
H 2.391 3.096 0.953
H 2.909 1.949 2.204
H 0.254 1.887 4.066
H 0.866 0.292 3.613
H -0.845 0.681 3.353
```

Its HOMO-LUMO gap is 8.1 eV. The total charge is +2.